Entry i
Density functional theory data (the ωB97M-V functional and the def2-TZVPD basis) for a molecular structure, C7H14O2.

Last column: Löwdin charge in e.
Element x y z (Å)
C: -2.50 1.07 0.64  -0.105
C: -1.04 1.07 0.21  -0.233
C: -0.30 -0.18 0.64  -0.258
C: -0.69 -1.54 0.01  -0.124
C: 0.81 -1.94 0.01  -0.081
C: 1.14 -0.46 0.17  -0.325
C: 2.27 0.82 0.11  -0.082
O: 2.20 -0.22 1.08  -0.073
H: -3.03 0.20 0.22  0.075
H: -2.59 1.01 1.73  0.078
H: -3.02 1.98 0.30  0.072
H: -0.98 1.17 -0.89  0.104
H: -0.54 1.96 0.62  0.110
H: -0.33 -0.26 1.74  0.159
H: -1.37 -2.18 0.58  0.109
H: -1.08 -1.41 -1.01  0.114
H: 1.08 -2.53 0.90  0.124
H: 1.23 -2.46 -0.86  0.112
H: 3.29 0.86 -0.28  0.110
H: 1.84 1.77 0.45  0.100
H: 1.94 0.72 -1.67  0.176
O: 1.15 -0.05 -2.20  -0.169
H: 0.50 0.59 -2.48  0.007

- Kohn-Sham gap (eV) = 9.57
- LUMO (hartree) = 0.029

Entry ii
Density functional theory data (the ωB97M-V functional and the def2-TZVPD basis) for a single C7H14O2 molecule.

Last column: Löwdin charge in e.
Element x y z (Å)
C: 1.97 0.39 1.12  0.073
C: 1.25 0.02 0.07  -0.309
C: 1.74 -0.99 -0.93  -0.048
C: -0.12 0.66 -0.18  -0.532
C: -0.23 1.18 -1.62  -0.006
O: -0.34 1.71 0.72  -0.030
C: -1.22 -0.41 0.07  -0.310
C: -1.08 -1.09 1.42  -0.030
O: -2.46 0.41 0.06  -0.063
H: 2.96 -0.02 1.28  0.064
H: 1.62 1.13 1.80  0.066
H: 2.00 -0.51 -1.87  0.082
H: 2.63 -1.49 -0.55  0.080
H: 0.98 -1.74 -1.14  0.078
H: 0.55 1.92 -1.79  0.095
H: -1.20 1.65 -1.75  0.085
H: -0.13 0.37 -2.34  0.080
H: -1.35 1.84 0.67  0.133
H: -1.24 -1.14 -0.74  0.143
H: -0.22 -1.75 1.43  0.083
H: -0.95 -0.34 2.20  0.092
H: -1.97 -1.68 1.64  0.080
H: -3.18 -0.12 0.41  0.091

- Kohn-Sham gap (eV) = 10.01
- LUMO (hartree) = 0.027
- SMILES string = C=C(C)[C@](C)(O)[C@@H](C)O

The computed energies, referenced to the most stable structure and given in kcal/mol, are entry i 96.0; entry ii 0.0.